{"formula": "C37H34N4O9Sc", "method": "ωB97M-V/def2-TZVPD", "max_force_ev_per_a": 3.150, "lumo_energy_ev": 2.441, "e_above_lowest_kcal_mol": 0.0, "total_charge": -1, "energy_ha": -3087.63122, "species": ["Sc", "C", "O", "C", "C", "C", "C", "C", "C", "N", "N", "C", "O", "C", "C", "C", "C", "C", "C", "C", "O", "H", "H", "H", "H", "H", "H", "H", "H", "H", "H", "H", "H", "O", "C", "C", "O", "O", "C", "C", "C", "C", "C", "C", "C", "C", "C", "C", "C", "C", "H", "H", "H", "H", "H", "H", "H", "H", "H", "H", "H", "C", "C", "C", "C", "C", "C", "O", "N", "C", "O", "N", "C", "O", "H", "H", "H", "H", "H", "H", "H", "H", "H", "H", "H"], "xyz": [[0.04715, 0.44291, -0.18114], [-3.15116, -0.85683, 3.15501], [-2.04319, -1.76866, 3.48008], [-0.83229, -1.16017, 3.83425], [-0.32518, -1.44021, 5.09196], [0.91071, -0.94179, 5.50484], [1.58679, -0.12209, 4.60937], [1.12485, 0.09143, 3.26800], [1.94748, 0.86615, 2.37902], [1.70618, 1.14376, 1.15045], [2.76591, 1.86550, 0.57183], [2.52177, 1.89416, -0.71268], [1.55688, 1.29346, -1.28480], [3.40884, 2.73288, -1.57827], [4.32565, 3.59086, -0.93635], [5.13231, 4.43475, -1.67951], [5.07222, 4.46298, -3.05704], [4.27576, 3.54110, -3.70139], [3.39363, 2.71602, -2.99401], [-0.10281, -0.49810, 2.81791], [-0.53379, -0.40252, 1.59655], [-3.89387, -1.56545, 2.62440], [-2.87973, -0.12930, 2.36370], [-3.61004, -0.51349, 4.07094], [-0.83609, -2.13478, 5.74771], [1.35377, -1.17548, 6.45856], [2.56110, 0.33172, 4.86133], [2.90313, 1.26382, 2.73329], [4.46849, 3.54058, 0.13780], [5.70161, 5.14681, -1.12902], [5.76152, 5.10445, -3.62512], [4.22633, 3.55613, -4.79763], [2.71851, 2.04158, -3.53118], [1.17194, -1.69872, -0.08593], [0.79792, -2.65214, -1.11283], [-0.00001, -1.92180, -2.23626], [-0.43039, -2.60707, -3.16723], [-0.31829, -0.73585, -1.94326], [1.98839, -3.35993, -1.70556], [3.28110, -2.97803, -1.50125], [4.35868, -3.72744, -1.93817], [4.09463, -4.87774, -2.69651], [2.78207, -5.29994, -2.96863], [1.77262, -4.47741, -2.52350], [-0.15819, -3.63556, -0.43003], [-1.41750, -3.20392, -0.15826], [-2.24243, -3.99478, 0.63359], [-1.80143, -5.20879, 1.08508], [-0.49992, -5.62718, 0.77561], [0.35067, -4.84844, 0.01486], [0.96868, -2.09829, 0.77947], [3.43712, -2.06098, -0.91421], [5.37793, -3.33709, -1.74019], [4.90647, -5.45134, -3.10577], [2.50128, -6.10867, -3.64785], [0.73760, -4.68543, -2.80277], [-1.83407, -2.27828, -0.48855], [-3.25289, -3.65114, 0.73708], [-2.44144, -5.87292, 1.62708], [-0.17182, -6.55061, 1.21242], [1.33898, -5.18071, -0.27390], [-2.49215, 3.47677, -2.90530], [-2.72099, 4.22612, -1.56318], [-3.06217, 3.30471, -0.43915], [-3.21900, 4.11479, 0.88475], [-3.56727, 3.31617, 2.17045], [-4.45261, 2.66705, -0.61693], [-5.45336, 3.30967, -0.84591], [-4.52600, 1.28379, -0.44002], [-3.41291, 0.42222, -0.22213], [-3.61533, -0.78918, -0.22783], [-2.18358, 0.99686, -0.18785], [-1.95199, 2.30352, -0.25050], [-0.74595, 2.68259, -0.19473], [-2.41832, 4.14356, -3.73516], [-3.30648, 2.77647, -3.23076], [-1.52399, 2.94001, -2.85349], [-3.45879, 4.99328, -1.62177], [-1.77169, 4.71670, -1.30909], [-4.04229, 4.82783, 0.73202], [-2.25863, 4.68543, 1.04225], [-4.58167, 2.99583, 2.16800], [-3.38235, 3.96736, 3.03102], [-2.92210, 2.45218, 2.31486], [-5.49050, 0.96431, -0.37298]], "lowdin_charge": [1.13, -0.04, -0.13, -0.21, -0.02, -0.11, -0.05, -0.12, -0.07, -0.04, 0.08, -0.46, -0.11, -0.11, -0.03, -0.11, -0.12, -0.10, -0.01, -0.27, -0.14, 0.11, 0.06, 0.07, 0.11, 0.09, 0.11, 0.13, 0.10, 0.09, 0.10, 0.10, 0.12, -0.03, -0.28, -0.57, 0.06, -0.06, -0.16, -0.04, -0.08, -0.10, -0.08, -0.06, -0.15, 0.00, -0.05, -0.08, -0.07, -0.01, 0.12, 0.13, 0.11, 0.08, 0.10, 0.13, 0.10, 0.10, 0.09, 0.09, 0.12, -0.05, -0.17, -0.33, -0.15, -0.06, -0.41, 0.09, 0.21, -0.49, 0.06, 0.12, -0.44, 0.00, 0.05, 0.10, 0.09, 0.11, 0.13, 0.12, 0.14, 0.06, 0.08, 0.07, 0.16]}